The following is a quantum chemistry calculation of a molecular structure, C14H35BeO16S4, from the OMol25 dataset.

Results
Kohn-Sham gap in eV: 6.0
ΔE to the lowest compared entry with this formula, charge and spin in kJ/mol: 0.0
HOMO in eV: -4.0
E_LUMO in eV: 2.1

```
! RIJCOSX wB97M-V def2-TZVPD def2/J DEFGRID3
* xyz -1 1
Be 0.9983 -0.3267 0.3425
C 0.8293 2.4993 1.2238
O 0.1288 1.5780 1.7604
O 1.2971 2.1230 0.0770
O 1.2095 3.5631 1.7724
C 2.5250 -3.3704 0.3852
O 1.6414 -2.5992 -0.3904
H 2.8148 -2.7697 1.2514
H 1.9947 -4.2589 0.7572
H 3.3620 -3.7796 -0.1906
O 5.7374 0.5855 -0.7077
S 4.7325 0.7906 0.2951
O 3.4464 0.1116 0.1766
O 5.4422 0.4942 1.7163
C 4.6042 0.2060 2.8305
C 5.2583 0.3582 4.1846
C 4.3955 2.5762 0.5535
H 4.3672 -0.8595 2.7896
H 3.6940 0.7982 2.7234
H 4.6730 -0.0667 4.9994
H 5.4657 1.3838 4.4971
H 6.2238 -0.1510 4.2104
H 5.3104 3.1572 0.4629
H 3.7881 2.6831 1.4495
H 3.7884 2.8340 -0.3146
O -1.3547 -3.1682 3.5334
S -1.6522 -2.2331 2.4810
O -0.6708 -1.5612 1.6656
O -2.7630 -2.9068 1.4372
C -2.3686 -3.8639 0.4713
C -2.4470 -3.2561 -0.9478
C -2.8263 -0.9394 2.9978
H -3.0608 -4.7029 0.5562
H -1.3617 -4.2513 0.6383
H -2.1788 -3.9336 -1.7586
H -1.8148 -2.3802 -1.0872
H -3.4730 -2.9147 -1.0895
H -3.4353 -0.6425 2.1508
H -2.2431 -0.1251 3.4256
H -3.4392 -1.4016 3.7711
O 1.0998 0.0806 -2.1790
S 1.7854 0.5706 -3.3534
O 2.6048 -0.3519 -4.0969
O 0.6844 1.2678 -4.4018
C -0.5712 1.6164 -3.7820
C -1.3596 2.5111 -4.7441
C 2.8448 1.9739 -2.8095
H -0.3723 2.0554 -2.8034
H -1.1749 0.7254 -3.6117
H -0.9509 3.4955 -4.9700
H -2.3691 2.6800 -4.3663
H -1.4957 1.9641 -5.6784
H 2.2116 2.6247 -2.2071
H 3.2181 2.3388 -3.7651
H 3.6683 1.5724 -2.2242
O -1.4516 0.1047 -0.8209
S -2.7459 0.7383 -0.8396
O -3.3450 1.2143 -2.0624
O -3.7331 -0.3587 -0.0745
C -5.1070 -0.0341 -0.0087
C -5.8858 -1.2701 0.3793
C -2.8237 2.0593 0.4018
H -5.3482 0.2792 -1.0296
H -5.4162 0.8298 0.5866
H -5.9275 -1.9773 -0.4497
H -6.9106 -1.1089 0.7097
H -5.3174 -1.7587 1.1733
H -2.4033 1.6605 1.3245
H -3.8520 2.3592 0.5897
H -2.1949 2.8580 0.0128
*
```

=====

The following is a quantum chemistry calculation of 3 unconnected molecules or ions with the total composition C14H35ClN2O, from the OMol25 dataset.

Results
Kohn-Sham gap in eV: 7.3
ΔE to the lowest compared entry with this formula, charge and spin in kJ/mol: 289.7
HOMO in eV: -7.2
E_LUMO in eV: 0.1

```
! RIJCOSX wB97M-V def2-TZVPD def2/J DEFGRID3
* xyz 0 1
C 17.6160 93.6380 42.8880
C 18.8680 94.1930 42.1300
N 19.0250 93.5570 40.7360
C 19.3790 92.1440 40.8410
C 17.7160 93.5120 39.9080
C 17.0060 94.8350 39.7460
C 20.0120 94.4870 39.9220
C 21.4550 94.2910 40.1880
O 22.0010 95.4730 39.7110
C 23.4050 95.4930 39.7250
H 17.6440 93.9140 44.0110
H 17.6940 92.6830 43.0110
H 16.5810 93.5800 42.4290
H 19.7550 93.9120 42.5700
H 18.7830 95.3870 42.1290
H 18.7610 91.5120 41.3040
H 20.4370 92.1350 41.3270
H 19.6130 91.8260 39.7800
H 17.0950 92.8110 40.5460
H 17.9480 93.2410 39.0530
H 15.9560 94.7440 39.1560
H 17.3130 95.4680 38.9470
H 17.0460 95.5180 40.6400
H 19.9280 95.4560 40.0780
H 19.8580 94.4030 38.8600
H 21.7140 93.5280 39.7300
H 21.8840 94.1110 41.3070
H 23.7210 94.4210 39.5110
H 23.6430 95.7810 40.8820
H 23.7570 96.3960 39.1270
Cl 21.5790 91.9100 43.7330
C 20.2190 95.1390 45.1980
C 19.6000 95.0410 46.5990
N 18.8480 96.2310 46.9450
C 17.8220 95.9460 48.1530
C 18.6380 95.6210 49.4940
C 19.5950 97.3780 47.1300
C 18.7450 98.7040 47.2510
H 19.5910 95.7650 44.3830
H 20.5010 94.1380 44.7610
H 21.1570 95.5080 45.3050
H 20.2580 94.5150 47.2420
H 19.1010 94.3270 46.6980
H 17.2240 95.2670 47.7160
H 17.0930 96.8120 48.4720
H 19.1660 96.4350 49.8260
H 19.4220 95.0090 49.2640
H 17.9610 95.3270 50.1460
H 20.0200 97.2490 46.1960
H 20.3170 97.2580 47.8020
H 19.5170 99.5320 47.1170
H 18.0770 98.9160 48.0990
H 18.0390 98.7700 46.4180
*
```

=====

The following is a quantum chemistry calculation of a molecular structure, C14H35N6Ru, from the OMol25 dataset.

Results
Kohn-Sham gap (spin up / spin down) in eV: 8.8 / 8.1
ΔE to the lowest compared entry with this formula, charge and spin in kJ/mol: 0.0
HOMO (spin up / spin down) in eV: -23.4 / -23.2
<S²>: 0.76
E_LUMO (spin up / spin down) in eV: -14.5 / -15.1

```
! RIJCOSX wB97M-V def2-TZVPD def2/J DEFGRID3
* xyz 4 2
Ru -0.0642 -0.0381 0.1764
C 2.4148 2.5177 -0.5044
C 1.0448 2.9266 0.0492
N -0.0758 2.0006 -0.3231
C -1.3982 2.6276 0.0196
C -2.5085 1.6664 -0.3184
N -2.1850 0.2933 0.1950
C -2.7337 -0.0349 1.5604
C -2.1418 0.7656 2.7228
C -0.6112 0.8874 2.7945
N 0.0946 -0.2818 2.1709
C 1.5456 -0.4397 2.5682
C 2.3972 0.4651 1.7125
N 2.0436 0.1395 0.2947
C 2.6212 1.0290 -0.7650
H 3.1743 2.9060 0.1748
H 2.5970 3.0230 -1.4537
H 0.7886 3.9245 -0.3090
H 1.0303 2.9882 1.1364
H -0.0606 1.9170 -1.3492
H -1.5090 3.5580 -0.5405
H -1.3736 2.8991 1.0724
H -2.6281 1.5886 -1.4005
H -3.4642 2.0038 0.0851
H -2.6435 -0.3617 -0.4341
H -2.5313 -1.0991 1.7089
H -3.8194 0.0668 1.5547
H -2.4998 0.2605 3.6229
H -2.5613 1.7708 2.7837
H -0.2983 0.9718 3.8370
H -0.2262 1.7713 2.2893
H -0.3833 -1.1206 2.5063
H 1.8148 -1.4825 2.3858
H 1.6498 -0.2601 3.6382
H 3.4592 0.2930 1.8942
H 2.1991 1.5150 1.9044
H 2.4287 -0.7880 0.1305
H 2.1377 0.7296 -1.7000
H 3.6827 0.8109 -0.8860
N -0.2587 -4.8253 -1.8213
C -1.3349 -4.3776 -0.8696
C -1.3520 -2.8555 -0.7537
N -0.0357 -2.2819 -0.3127
C 0.9983 -2.7394 -1.3065
C 1.0790 -4.2579 -1.4306
H -0.4951 -4.5626 -2.7847
H -0.2094 -5.8519 -1.8285
H -1.1262 -4.8592 0.0866
H -2.2927 -4.7467 -1.2349
H -2.1289 -2.5908 -0.0381
H -1.6036 -2.4031 -1.7159
H 0.1932 -2.7306 0.5765
H 1.9855 -2.3792 -1.0281
H 0.7453 -2.2912 -2.2703
H 1.3568 -4.7330 -0.4888
H 1.8092 -4.5450 -2.1867
*
```

=====

The following is a quantum chemistry calculation of a molecular structure, C14H36BrInO9PS2, from the OMol25 dataset.

Results
Kohn-Sham gap in eV: 6.8
HOMO in eV: -4.7
E_LUMO in eV: 2.1

```
! RIJCOSX wB97M-V def2-TZVPD def2/J DEFGRID3
* xyz -1 1
C 4.7184 0.5087 0.0722
C 3.5597 0.0006 -0.7742
C 2.4285 -0.7477 -0.0320
Br 2.5212 -0.6358 1.9358
In 0.4336 0.0656 -0.7249
C -1.1972 -0.9448 0.3802
C -2.5842 -0.7597 -0.2236
C -3.1125 0.6699 -0.1033
C -3.5177 1.0107 1.3184
C -4.3241 0.8515 -1.0320
P 0.5494 2.5923 -0.2692
O -0.6704 3.3554 -0.6130
O 1.7998 3.2392 -1.1608
O 1.0248 2.9644 1.2706
H 5.3409 1.1457 -0.5613
H 5.3634 -0.2931 0.3994
H 4.4027 1.1213 0.9048
H 3.1726 0.8250 -1.3688
H 3.9841 -0.7101 -1.4815
H 2.4420 -1.8007 -0.2731
H 0.2395 -0.1992 -2.4760
H -0.9607 -2.0089 0.3612
H -1.2398 -0.6651 1.4302
H -3.2998 -1.4071 0.2998
H -2.6338 -1.0434 -1.2749
H -2.3321 1.3367 -0.4678
H -2.6719 1.2704 1.9469
H -4.0734 0.1904 1.7713
H -4.1744 1.8784 1.3039
H -4.5989 1.9008 -1.0690
H -4.0690 0.4826 -2.0185
H -5.1621 0.2930 -0.6166
H 2.6114 3.1665 -0.6242
H 1.1878 3.9274 1.2797
O 6.6280 0.5491 2.3747
S 6.9077 1.6010 3.2983
O 7.8195 2.6503 2.9528
O 7.3676 0.9528 4.6873
C 8.4261 -0.0182 4.6390
C 9.7933 0.6207 4.4875
C 5.3934 2.2968 3.8618
H 8.2298 -0.7354 3.8402
H 8.3637 -0.5554 5.5839
H 9.9041 1.0903 3.5111
H 10.5724 -0.1351 4.5950
H 9.9407 1.3923 5.2432
H 4.7292 1.4904 4.1607
H 4.9658 2.8463 3.0262
H 5.6037 2.9679 4.6903
O -8.6136 -1.6280 -2.5876
S -7.3785 -2.3320 -2.7632
O -6.1378 -1.6296 -2.7841
O -7.4941 -3.2328 -4.0782
C -7.9038 -2.5745 -5.2913
C -6.7770 -1.7857 -5.9296
C -7.2742 -3.6496 -1.6006
H -8.7705 -1.9422 -5.0910
H -8.2278 -3.3750 -5.9544
H -6.4967 -0.9293 -5.3182
H -7.0861 -1.4205 -6.9096
H -5.8915 -2.4098 -6.0465
H -8.2030 -4.2124 -1.6226
H -7.1223 -3.1972 -0.6233
H -6.4259 -4.2763 -1.8613
*
```